The following is a quantum chemistry calculation of a 3-piece molecular cluster, C31H43FI2N overall in a non-equilibrium geometry, from OMol25.

```
! wB97M-V def2-TZVPD RIJCOSX def2/J DEFGRID3
* xyz 1 1
C -1.48575 5.86706 1.86005
I -4.74147 -2.72127 -0.51179
C -0.63385 7.18374 3.68665
H -2.13630 5.76639 0.99842
H -2.85690 -9.09771 -0.14898
H 2.68161 -0.17806 -2.88693
C -3.10433 -8.33503 0.58047
H -4.22704 -5.14197 0.76437
C -2.96304 -8.59994 1.93747
C 1.97633 3.77790 -2.14051
H -0.09418 3.34008 -3.91909
H -1.71987 -0.46607 0.60288
H -3.42926 -0.43127 -1.99070
N -1.30632 -0.97878 -1.83605
C 4.15307 -1.54672 -0.62370
C 2.48626 -1.25688 -2.66989
C 0.30816 0.84181 -2.28590
H -2.11840 7.87233 2.29604
H -0.62221 8.10859 4.25128
H 2.74329 -0.96691 1.46326
C -2.34093 -1.33211 0.94630
H -3.00297 2.02863 -2.57465
C 2.31179 1.16641 1.49346
F 2.30526 3.50576 -3.49060
H 3.55331 2.85498 2.17712
C 1.22767 -1.54192 -1.75233
H 4.64969 -1.54710 -2.83046
C -0.78342 1.82838 -2.51754
H 0.31322 5.19166 -2.15247
H -3.33800 -0.90115 1.25554
C -1.47342 7.05129 2.58705
H -2.60798 -9.56962 2.26626
C -2.58829 -2.46353 -0.13366
H 0.15436 3.99706 -0.82749
C 3.34350 -0.02696 1.28049
C -2.36161 -0.08672 -2.06055
H 0.84766 6.23410 4.91817
C -0.53625 3.31886 -2.88744
C 2.96222 2.58656 1.25083
C -3.56379 -7.09326 0.15853
H 1.51813 -1.45093 -0.65736
C 0.19116 6.12997 4.06243
H -0.86708 -3.08337 -1.37606
H 2.26632 -1.74992 -3.66620
H 2.55619 4.70135 -1.85270
C 3.82611 -1.88684 -2.13131
C -3.27728 -7.62131 2.87338
H 3.15909 0.50845 -0.83438
H 2.26699 2.91954 -1.47641
H -3.16963 -7.82894 3.93148
C -3.72815 -6.37642 2.45145
H 4.88267 0.55151 -0.29781
H -1.51827 3.85838 -2.89611
H -3.96805 -5.61089 3.18113
C 0.44410 4.09151 -1.91626
H -2.29196 -3.43982 0.35286
C 0.02997 -0.57193 -1.95908
C -2.16789 1.31002 -2.40114
H 1.34238 1.25238 -2.36608
H 0.98206 -2.62949 -1.90056
C -0.66466 4.81131 2.23908
H 2.16367 3.38425 1.16315
H 1.39349 1.06151 0.85013
H 3.61134 2.63287 0.33879
H 1.94926 1.15861 2.56714
C -3.87306 -6.11259 1.09429
H 3.82899 -3.01642 -2.22345
H -1.91030 -1.79058 1.87737
H -3.68049 -6.88889 -0.90012
H 5.25789 -1.75591 -0.48221
I -2.92535 -3.12379 -3.12923
H 3.62277 -2.29512 0.02410
C -1.69799 -2.34903 -1.46441
H 0.81132 4.11835 3.63732
H 4.23299 0.06218 1.95584
C 0.17224 4.94291 3.34106
H -0.67740 3.88433 1.67485
C 3.92661 -0.03591 -0.21891
*
```

Summary:
E in Ha: -1956.7010



The following is a quantum chemistry calculation of C31H43I2MoN8 as an isolated structure in a non-equilibrium geometry, from OMol25.

```
! wB97M-V def2-TZVPD RIJCOSX def2/J DEFGRID3
* xyz 3 3
C -4.34629 -2.50733 -2.16782
C 0.23300 2.55259 -5.31206
H 5.60838 -0.53870 1.67194
H 4.86251 -0.15562 3.09440
C 3.59289 -0.56313 -4.61963
C -4.21223 -1.11343 0.17938
C 2.60449 -0.77676 -3.67419
H -0.16415 -1.30778 -3.13988
H -6.21786 -3.25626 -1.42039
C 3.52204 1.11391 -2.38275
C -1.77434 1.01350 1.88984
H 3.21029 -3.32152 -2.90030
H -4.42311 -3.07649 -3.08446
H -2.41677 1.64830 2.50960
N -0.59936 1.95572 -1.72515
H 4.40366 2.80442 -1.50859
C 4.41837 -2.10207 2.40761
H 4.61307 1.98394 0.77564
H 2.87001 -2.80575 1.13749
C 4.49065 1.25650 -3.36390
H -1.59053 4.96002 -1.52044
H 3.64133 -1.21624 -5.48146
C -0.36853 2.42361 -3.02633
N 5.32182 -0.90894 2.58153
C 3.69714 2.03952 -1.18365
N -3.80714 -0.33499 1.25842
C 2.52359 0.10066 -2.54132
C -3.24768 -1.69510 -1.96802
H 5.27310 0.78620 -0.35620
H -0.23961 -2.79880 -4.09563
N -0.83600 1.77619 1.06036
C 2.47468 2.79933 -0.66620
C -1.51758 -3.49756 1.38697
C -2.60512 0.18306 0.96709
H -2.57223 2.80862 0.45237
C 4.35795 1.28204 -0.02170
H -4.34077 -0.17379 2.09893
H 5.24177 2.02748 -3.24538
C -3.18312 -0.99880 -0.76344
N 1.46911 0.03878 -1.67402
C 4.52731 0.44852 -4.48508
H -1.23526 3.86608 0.87071
C 2.16351 -3.03798 -2.78729
C -0.75891 3.76537 -3.08374
C -1.48589 2.91754 0.39123
H 0.44784 0.76234 -4.14378
C 3.30818 -1.83835 1.38362
Mo -0.08259 0.07505 -0.86164
I -0.16188 -2.78068 -0.13389
C 0.14107 1.79711 -4.16010
H -1.20964 0.36082 2.55880
H 2.08004 -2.46185 -4.82704
N 2.22293 -0.94702 1.77827
H -2.53046 -3.33965 1.03216
H 1.55841 -3.94341 -2.85036
H 5.29480 0.58765 -5.23460
H 5.03892 -2.92871 2.06401
C -0.66537 4.53174 -4.23734
H 1.76941 2.12592 -0.18420
N -2.18537 -0.17123 -0.23440
C -5.37278 -2.61291 -1.21827
C -0.16256 3.89664 -5.35479
H -1.29982 -4.55431 1.49117
H 2.80733 3.53603 0.06774
H -0.07735 4.44521 -6.28242
H 0.61195 2.09007 -6.21359
H 2.54432 -0.02203 2.04031
H -6.12376 -1.98022 0.70245
C 1.76809 -2.03132 -3.87464
N -1.21561 4.06919 -1.80797
H 6.16368 -1.16284 3.10357
C -5.32973 -1.91161 -0.02951
H 1.67986 -1.33202 2.54516
H 0.02116 -1.25273 -4.89886
C 0.25274 -1.82980 -4.00311
H 4.00985 -2.36069 3.38299
H 2.04928 -2.59251 -1.79630
I -1.24663 -2.55712 3.27325
H -0.96894 5.56992 -4.25261
H -0.07051 2.11599 1.62782
H 3.75946 -1.45654 0.46228
C -1.10225 2.97173 -1.04957
H -2.47486 -1.60338 -2.72083
H 1.98055 3.33000 -1.48030
H 3.64867 0.54030 0.35506
*
```

Summary:
<S²>: 2.1589
Energy relative to the best compared isomer or geometry (same formula, charge and spin) in kcal per mole: 4.5



The following is a quantum chemistry calculation of C31H43I2N3O5PtSSi as an isolated structure in a non-equilibrium geometry, from OMol25.

```
! wB97M-V def2-TZVPD RIJCOSX def2/J DEFGRID3
* xyz 2 5
H 4.22358 0.80795 -1.31785
H 2.92348 -2.74115 -4.67115
C -1.78742 -2.50615 4.07165
H -2.47772 6.66265 0.84365
N -1.74092 -2.45185 5.35645
H -0.36532 2.32825 6.39435
H 1.11748 2.32415 -2.92125
C -1.95312 2.94045 1.85645
C -1.73412 -1.33265 6.06055
C 3.32518 0.19765 -1.31845
C 2.25398 1.08265 3.99185
H -0.16112 -4.09195 -2.01485
H 2.21998 -4.15245 -1.30305
O -1.04762 2.13305 5.74375
C -1.75292 -1.26625 3.27965
H 1.24268 -2.63415 -5.20235
O -0.37162 0.02395 -3.56975
C 2.05238 1.78225 -2.80395
H 3.48868 -3.51495 -2.35605
H -0.84542 -2.04085 -5.31185
Si 0.31648 -0.83165 -2.42735
H -2.02792 6.05685 3.20515
H -0.88632 -4.25015 3.27405
C 1.64648 -0.97915 2.34595
C -1.90342 -0.10605 5.44385
C -1.88002 -3.80625 3.36345
I -2.29722 1.83305 -1.00515
H -0.39222 0.38535 -6.89505
Pt -0.71992 0.23745 0.60975
C -2.32732 5.63295 1.12815
C 0.06118 0.40305 -5.90875
H 3.36468 -0.50575 -2.14485
H 2.14258 1.05815 -3.60795
H 3.74608 -0.20285 4.85125
C -2.05132 1.15845 -4.77525
C -2.06852 5.29135 2.44655
C 2.54958 -4.05905 -2.33585
S -1.32302 -1.49695 -1.08585
H -2.29272 -1.59665 -4.38505
C 1.28168 1.18005 3.01525
C 2.66098 -1.15855 3.27415
H -1.58052 2.09965 -4.50245
H 3.18328 -2.09885 3.34115
H -2.49652 -4.49545 3.93545
H -2.79532 0.90675 -4.02125
C 1.94908 -3.22135 -4.62185
O 0.91948 0.22225 -1.32285
C -2.17272 3.32005 0.53015
H 2.68188 2.93375 -0.52325
H 2.31078 1.64725 0.62355
C -0.99752 0.05905 -4.86625
H -1.71042 0.92255 7.31125
C -2.37452 4.63965 0.16415
I 1.09648 -2.55795 1.08055
C -1.91572 -0.05635 4.03405
H 0.47508 1.39085 -5.73335
N 0.98398 0.16215 2.20765
H -0.60502 -3.59465 -3.65465
C -2.11822 1.21185 3.39725
H 2.87378 2.48875 -2.87895
H 0.27068 -5.10495 -3.39525
O 1.35228 -2.01775 -2.62455
H 0.99388 2.49275 -0.23115
H 0.73058 2.09885 2.86425
H -2.55022 1.28115 -5.73055
H 3.28418 -0.37215 -0.39135
H -2.69092 1.90845 4.00955
H -2.95762 1.56275 6.23845
O -1.64992 -1.33935 2.03685
C -1.93502 1.15835 6.26875
H 2.02668 -4.20595 -5.07195
H -1.64612 3.72135 3.83285
H -2.18592 -1.22265 -6.10845
C 1.48988 -3.34935 -3.17245
C 0.15928 -4.08025 -3.05575
N -1.73992 1.60945 2.23285
H 2.71278 -5.05445 -2.73525
H 0.86878 -0.32355 -5.88745
C -1.62182 -1.29105 -5.18365
C 2.96598 -0.10255 4.11435
C -1.87582 3.97115 2.80635
H -2.58292 4.88885 -0.86465
C 2.01138 2.10205 -0.31935
H 2.45088 1.92075 4.63625
H -2.28562 -3.66705 2.36475
H -1.59642 -1.43385 7.12625
C 2.08418 1.07445 -1.45395
*
```

Summary:
<S²>: 6.0463
Energy relative to the best compared isomer or geometry (same formula, charge and spin) in kcal per mole: 12.4